Formula: C8H30AlN13O8P
Source: the Open Molecules 2025 dataset
Level of theory: wB97M-V/def2-TZVPD

Results
**LUMO**: 1.57 eV
**Maximum force**: 2.33 eV/A
**Energy relative to the best compared isomer or geometry (same formula, charge and spin)**: 0.00 kcal per mole
**Net charge**: -1
**Gap between HOMO and LUMO**: 0.2193 hartree

Geometry as XYZ:
```
61
Properties=species:S:1:pos:R:3:forces:R:3
C -4.425467 -0.697101 4.077804 -0.91 -0.17 0.23
C -3.607256 -0.302313 3.262659 0.06 -0.22 -0.39
Al -2.394104 -0.158203 1.618272 0.11 -0.29 0.87
P -2.930490 1.774436 0.351042 -0.92 -2.14 0.10
N -3.884811 1.301323 -0.826288 0.58 0.78 0.37
O -3.695226 2.916266 1.352562 1.18 0.41 -1.00
O -1.492817 2.446640 -0.245848 -1.60 1.25 0.81
H -5.273348 -1.109486 4.668523 1.41 0.69 -0.72
H -2.624348 -1.383294 0.601885 -0.22 0.00 0.07
H -0.852680 -0.058860 2.009268 0.15 0.02 0.31
H -3.987358 0.293116 -0.687848 0.04 0.27 -0.20
H -4.353270 2.425328 1.878787 0.24 0.11 -0.33
H -1.292633 3.280804 0.215461 0.14 -0.35 -0.16
C -6.281708 5.436810 2.340556 0.21 -0.21 -0.12
O -6.711264 4.304588 2.228942 -0.11 0.11 0.10
N -5.031360 5.799170 1.941032 0.29 -0.11 -0.19
N -7.026351 6.451713 2.883326 -0.37 0.23 0.19
H -4.668966 6.728934 2.030286 -0.07 -0.02 0.03
H -4.447482 5.080993 1.535669 -0.06 -0.14 0.06
H -7.954101 6.223856 3.190526 0.08 -0.01 -0.03
H -6.695645 7.391841 2.986584 0.03 -0.05 -0.02
C -6.385082 -3.930287 5.510539 0.09 0.17 -0.13
O -6.215790 -2.909145 4.874258 -0.31 -0.31 0.18
N -7.548413 -4.200637 6.175435 -0.36 0.02 0.15
N -5.425516 -4.894124 5.614288 0.33 -0.20 -0.04
H -7.707068 -5.036377 6.705096 0.04 0.02 -0.03
H -8.276797 -3.511862 6.119980 0.07 -0.04 -0.02
H -4.557020 -4.726511 5.136947 -0.08 0.04 0.02
H -5.541442 -5.743747 6.132608 -0.03 0.04 -0.01
C 1.058030 1.209123 -3.545381 -0.09 -0.06 0.24
O 1.626475 1.497814 -4.599010 0.04 0.08 -0.15
N 0.249036 2.073465 -2.889198 -0.03 0.18 0.03
N 1.195068 -0.006732 -2.951776 0.05 -0.21 -0.05
H -0.223949 1.851643 -2.027027 -0.10 0.05 -0.02
H 0.120693 2.982484 -3.293619 -0.01 -0.09 0.02
H 1.788249 -0.672693 -3.410748 -0.02 0.09 0.02
H 0.741503 -0.266973 -2.089174 0.04 -0.02 0.06
C 5.342277 1.115265 -3.386244 -0.05 -0.10 -0.09
O 5.154605 1.905586 -2.472599 0.08 0.01 -0.02
N 6.399796 0.252882 -3.402770 -0.48 0.23 0.32
N 4.514128 1.028019 -4.464706 -0.04 0.37 0.00
H 6.574554 -0.400821 -4.138470 0.11 0.07 0.03
H 7.032164 0.287460 -2.627021 0.06 -0.05 -0.16
H 3.714897 1.644708 -4.492468 -0.21 -0.29 -0.02
H 4.655448 0.386117 -5.220573 0.00 -0.01 0.06
C 1.076765 -2.599297 0.316380 -0.21 0.13 0.15
O 0.516851 -1.608851 -0.102851 0.20 0.07 -0.45
N 2.175420 -3.146309 -0.293295 0.28 -0.10 -0.29
N 0.654754 -3.250397 1.436244 -0.22 -0.12 0.30
H 2.649488 -3.963248 0.040956 -0.04 0.04 0.03
H 2.514348 -2.689474 -1.120304 0.00 0.01 0.10
H -0.150256 -2.870755 1.907511 0.04 0.09 -0.08
H 1.097091 -4.069428 1.806219 0.02 0.04 -0.05
C 9.686070 -1.449638 -3.955762 -0.05 0.05 0.06
O 8.713670 -0.783736 -3.642081 0.58 -0.36 -0.10
N 9.883342 -2.719525 -3.500319 -0.10 -0.27 0.17
N 10.657113 -0.979284 -4.788265 0.13 0.24 -0.21
H 10.674801 -3.283474 -3.745505 -0.02 0.04 -0.01
H 9.186518 -3.097942 -2.883844 0.05 0.04 -0.04
H 10.543458 -0.046154 -5.142404 -0.01 -0.06 0.04
H 11.464038 -1.508385 -5.059168 -0.04 -0.01 0.03
```
Positions in Å, forces in eV/Å.

=====

Formula: C8H30BaN2O6
Source: the Open Molecules 2025 dataset
Level of theory: wB97M-V/def2-TZVPD

Results
**LUMO**: -5.56 eV
**Maximum force**: 1.68 eV/A
**Energy relative to the best compared isomer or geometry (same formula, charge and spin)**: 3.15 kcal per mole
**Net charge**: +2
**Gap between HOMO and LUMO**: 0.3886 hartree

Geometry as XYZ:
```
47
Properties=species:S:1:pos:R:3:forces:R:3
Ba 0.576058 -0.881307 0.238329 0.33 0.10 0.06
C 3.025357 1.544359 -3.513139 -0.81 -0.27 0.31
C 2.108768 1.032001 -2.384388 0.38 0.24 -0.16
C 0.654362 1.034441 -2.804792 -0.47 0.15 -0.93
O -0.200646 0.780155 -1.701979 0.02 -0.77 0.63
C -1.566599 1.007526 -1.936938 -0.94 1.37 -0.23
N 2.508129 -0.328064 -1.919174 0.07 0.51 -0.13
H 2.551681 2.426313 -3.942910 0.30 0.02 -0.27
H 3.131895 0.754566 -4.257898 -0.01 0.19 -0.24
H 4.015867 1.807244 -3.150469 0.00 0.00 0.10
H 2.193018 1.724592 -1.544787 0.01 -0.15 0.13
H 0.451327 0.284761 -3.585778 0.17 -0.02 0.07
H 0.347059 1.995669 -3.237073 0.36 0.03 0.07
H -2.029667 0.528638 -2.806102 0.56 -0.30 -0.11
H -1.723631 2.087481 -2.064626 -0.01 -0.09 -0.18
H -2.177789 0.760561 -1.069858 0.37 -0.31 0.17
H 2.493500 -0.920195 -2.750855 -0.08 -0.08 0.14
H 3.503385 -0.251386 -1.707443 -0.09 -0.18 0.14
C -3.464103 0.984910 1.796838 0.21 -0.39 0.36
C -2.041182 0.463615 1.669209 0.20 -0.15 -0.09
C -1.295161 0.485209 3.017076 0.21 0.29 -1.02
O 0.031957 -0.030755 2.825551 -0.49 -0.53 -0.26
C 0.902694 0.253965 3.898844 0.24 0.13 0.93
N -2.025677 -0.874550 1.051434 -0.28 -0.52 0.25
H -3.475255 2.052759 2.000021 -0.27 -0.01 0.10
H -3.940604 0.404513 2.594009 -0.08 0.40 0.17
H -4.062194 0.744523 0.917592 0.18 0.33 -0.23
H -1.436190 1.070326 0.984443 -0.19 0.44 0.07
H -1.865431 -0.070005 3.765209 0.22 -0.06 0.20
H -1.179707 1.534278 3.298084 -0.32 0.00 0.31
H 1.108905 1.328409 3.973762 -0.13 -0.09 -0.01
H 1.856131 -0.269141 3.795851 -0.14 -0.03 -0.43
H 0.489151 -0.101035 4.850968 -0.09 0.18 -0.12
H -2.206203 -1.604132 1.736030 0.02 0.17 0.12
H -2.787388 -0.961108 0.384960 -0.01 0.14 0.02
O 1.187274 1.831331 0.778036 0.38 0.28 0.15
H 2.035815 2.062965 1.184788 -0.21 0.06 -0.01
H 0.758247 2.681818 0.609902 0.04 -0.15 -0.04
O -0.222075 -3.097333 1.803152 -0.21 -0.17 0.22
H -0.316186 -3.303229 2.744463 0.13 0.01 -0.15
H -0.997505 -3.498026 1.384950 0.27 -0.16 0.01
O -0.904582 -2.273706 -1.618532 -0.17 -0.20 -0.32
H -0.639173 -3.086081 -2.074426 -0.03 0.11 0.15
H -1.691411 -1.970958 -2.092782 0.13 -0.07 0.06
O 1.746216 -3.224382 -0.426679 0.48 -0.07 0.01
H 2.212526 -3.401068 0.402501 -0.10 -0.42 -0.09
H 2.359052 -3.520460 -1.115356 -0.12 0.03 0.09
```
Positions in Å, forces in eV/Å.

=====

Formula: C8H30N12O8
Source: the Open Molecules 2025 dataset
Level of theory: wB97M-V/def2-TZVPD

Results
**LUMO**: -0.30 eV
**Maximum force**: 7.86 eV/A
**Energy relative to the best compared isomer or geometry (same formula, charge and spin)**: 102.10 kcal per mole
**SMILES**: NC(N)=O.NC(N)=O.NC(N)=O.NC(N)=O.NC(N)=O.NC(N)=O.OCCO
**Gap between HOMO and LUMO**: 0.3322 hartree

Geometry as XYZ:
```
58
Properties=species:S:1:pos:R:3:forces:R:3
N -2.165057 -0.333576 1.099114 4.31 1.69 -3.03
C -3.303757 -0.239646 1.664784 -0.26 -1.64 0.42
N -3.513357 -1.281856 2.422044 -2.26 -2.05 2.52
O -4.072717 0.641734 1.451624 -2.82 2.46 -0.14
H -2.016407 0.529934 0.596764 1.06 -0.56 -0.28
H -1.549077 -1.133686 1.120974 0.35 0.28 0.00
H -4.504457 -1.373476 2.593584 0.33 -0.87 0.56
H -2.823977 -2.019326 2.453564 -0.62 -0.10 0.21
N 3.058473 0.884504 2.553804 2.34 -1.42 -2.04
C 2.427343 0.920404 3.725704 0.11 1.47 -1.10
N 1.211233 1.391514 3.536074 -2.97 0.41 0.44
O 2.967943 0.757354 4.769874 1.13 -1.08 2.93
H 2.573463 0.946574 1.670054 0.09 0.29 -0.10
H 4.001583 0.524764 2.589024 -0.19 0.17 -0.21
H 0.942343 1.585894 2.582124 -0.53 0.25 0.32
H 0.635913 1.575934 4.345454 0.00 0.00 -0.48
N -2.879647 5.011644 1.815394 1.76 5.98 4.79
C -2.952367 4.256364 0.786424 -2.15 -1.41 1.30
N -3.576807 3.186034 1.159054 -1.72 -4.83 0.28
O -2.693507 4.541294 -0.311346 2.10 1.43 -5.73
H -3.198247 4.787584 2.747264 0.03 -0.11 -0.54
H -2.700297 5.995424 1.673574 0.26 -0.24 0.00
H -3.699007 3.009064 2.145884 -0.18 -0.50 -0.60
H -3.776757 2.431664 0.517934 0.06 0.08 0.44
N 1.309853 -4.310076 1.050564 0.93 -6.28 -1.36
C 0.923713 -3.125076 1.140404 -4.25 5.40 2.52
N 1.960233 -2.300216 1.142584 1.35 2.78 -0.43
O -0.273527 -2.790466 1.391604 1.59 -0.17 -0.84
H 2.221483 -4.362186 0.618904 -0.34 -1.39 0.05
H 0.545363 -4.953146 0.901864 0.62 -0.56 -0.24
H 2.877373 -2.646276 0.899274 -0.15 0.42 0.41
H 1.871923 -1.366746 1.517994 0.08 -0.07 -0.06
N 4.977483 -0.226896 -2.317306 1.42 -1.20 0.03
C 4.064263 0.738644 -2.282136 0.40 2.99 -0.14
N 2.827513 0.255774 -2.341466 -1.46 -0.10 0.10
O 4.287963 1.950344 -2.207186 0.18 -1.11 -0.08
H 5.915373 -0.000586 -2.616036 -0.22 -0.40 0.26
H 4.590323 -1.155906 -2.232796 1.01 0.01 -0.28
H 2.130083 0.964074 -2.162576 -0.21 -0.65 -0.32
H 2.672703 -0.702166 -2.621616 -0.63 0.53 0.09
N -0.618077 1.505684 -0.946916 -4.54 2.85 -2.02
C 0.433833 1.012074 -0.432656 2.24 0.90 3.24
N 0.521983 -0.220076 -0.816046 2.10 -3.72 0.00
O 1.139903 1.602874 0.384174 1.02 -0.16 0.39
H -1.066317 2.253984 -0.437776 -0.26 0.24 -0.51
H -1.115027 0.726214 -1.353816 -1.39 1.37 -0.22
H 1.376043 -0.696606 -0.563846 -0.47 -0.41 -0.45
H -0.145897 -0.545866 -1.500076 0.84 -0.70 -0.08
O -1.598437 -0.361616 -3.001196 -0.42 -0.99 -1.11
C -1.348437 -1.367416 -4.030926 0.63 -0.22 0.85
C -1.065977 -2.705706 -3.326086 -0.57 0.48 -0.31
O -0.115487 -2.550556 -2.276906 0.02 -0.31 -0.38
H -1.597597 0.484704 -3.454356 -0.10 0.30 0.04
H -2.100307 -1.529746 -4.803216 -0.79 0.33 0.46
H -0.497487 -1.012766 -4.612476 0.48 -0.31 0.19
H -0.841327 -3.454016 -4.086126 0.69 0.00 0.06
H -1.900467 -3.133526 -2.770486 -0.91 0.34 -0.81
H -0.755907 -2.572866 -1.562076 0.89 0.12 0.99
```
Positions in Å, forces in eV/Å.

=====

Formula: C8H32B2O32
Source: the Open Molecules 2025 dataset
Level of theory: wB97M-V/def2-TZVPD

Results
**LUMO**: 3.76 eV
**Maximum force**: 2.42 eV/A
**Energy relative to the best compared isomer or geometry (same formula, charge and spin)**: 3.11 kcal per mole
**Net charge**: -2
**Gap between HOMO and LUMO**: 0.3392 hartree

Geometry as XYZ:
```
74
Properties=species:S:1:pos:R:3:forces:R:3
O 1.513924 -2.724374 -0.299722 0.28 0.22 0.42
C 1.095383 -1.621430 -0.501658 -1.02 -0.88 -0.91
O 0.944726 -0.638430 0.334509 0.55 0.23 0.02
B 0.404395 0.542620 -0.370596 -0.68 -0.07 0.38
O 0.179683 0.089582 -1.763303 -0.07 -0.10 -0.30
C 0.499395 -1.191377 -1.886301 1.55 0.35 1.82
O 0.535077 -1.898091 -2.840222 -0.43 0.19 -0.91
O 1.296196 1.711471 -0.204347 0.50 -0.39 -0.67
C 0.748343 2.569485 0.602206 -0.66 -0.52 0.39
O 1.229072 3.616089 0.968818 0.19 0.01 0.11
C -0.665719 2.018112 0.998770 1.10 0.48 -1.19
O -0.854068 0.928280 0.262948 -0.27 0.36 0.55
O -1.385824 2.611639 1.726492 -0.87 -0.16 0.47
O -4.264460 -1.132278 1.280041 -0.10 0.09 -0.17
C -3.406893 -1.957330 1.152815 -0.69 0.33 1.16
O -3.505303 -3.120386 0.544932 0.91 0.18 -0.40
B -2.126041 -3.661373 0.408685 -0.79 -0.54 -0.23
O -1.296819 -2.818023 1.326663 0.53 -0.86 -0.10
C -2.013281 -1.840832 1.821908 -0.37 0.87 -1.11
O -1.631795 -0.930079 2.502772 0.00 -0.38 0.32
O -2.135500 -5.092175 0.730334 0.38 -0.05 0.57
C -1.442639 -5.770241 -0.184943 -0.31 0.40 0.07
O -1.138414 -6.920700 -0.146447 -0.06 -0.33 0.11
C -1.116468 -4.768805 -1.302266 1.22 -0.73 -0.71
O -1.614593 -3.604592 -0.970115 -0.19 1.00 0.36
O -0.439096 -5.022346 -2.260150 -0.50 0.17 0.08
O 4.192176 3.100153 1.251386 0.10 0.44 0.12
H 3.373453 3.578412 1.068508 -0.09 -0.18 0.05
H 3.962474 2.485631 1.960237 0.04 -0.28 -0.32
O -0.646744 3.895647 -3.025228 0.31 0.03 -0.36
H -0.406366 4.535375 -2.339149 -0.10 -0.11 0.07
H 0.211176 3.550709 -3.344259 -0.28 0.49 0.62
O -3.364093 3.300033 4.513215 0.64 0.25 0.39
H -2.381807 3.308188 4.548015 -0.56 -0.25 -0.09
H -3.616142 4.192523 4.766265 -0.13 -0.04 -0.09
O -1.491467 -2.656334 -4.719714 0.23 -0.19 -0.10
H -1.224548 -2.085718 -5.446263 -0.02 0.12 0.12
H -0.702159 -2.715562 -4.154876 -0.43 0.04 -0.08
O -4.582502 1.663661 2.625537 0.34 0.05 0.16
H -4.154083 2.241282 3.291000 -0.12 -0.25 -0.30
H -3.908846 1.011236 2.385360 -0.16 -0.14 0.05
O 4.299030 -1.335087 -1.422043 -0.09 0.11 0.08
H 4.515418 -2.087840 -0.861900 -0.12 0.02 -0.01
H 3.638517 -1.679019 -2.042781 0.28 -0.12 -0.14
O 2.698205 -5.160403 -0.953194 -0.06 0.14 0.18
H 2.178082 -4.404006 -0.619455 0.25 -0.35 -0.29
H 3.613710 -4.900674 -0.819423 -0.04 0.02 0.03
O -4.777065 3.584046 0.668195 0.22 -0.22 0.05
H -5.406125 3.214546 0.043073 0.06 -0.06 0.02
H -4.476133 2.807726 1.202691 -0.45 0.52 -0.12
O -0.598874 3.597896 4.318315 0.17 0.49 0.21
H 0.354670 3.537319 4.432465 -0.06 -0.11 -0.03
H -0.722424 4.282012 3.646464 0.07 -0.35 -0.21
O -0.771023 1.157562 -4.227221 0.36 -0.25 -0.10
H -0.507913 0.685844 -3.411022 -0.25 0.68 -0.51
H -0.609605 2.098905 -4.073411 -0.39 -0.48 0.30
O 3.037721 -2.759100 -3.895288 0.00 0.12 0.16
H 2.902056 -2.244239 -4.696384 -0.05 0.01 0.06
H 2.163621 -2.779707 -3.471697 0.01 -0.18 -0.10
O 3.886500 0.162166 1.645193 0.04 -0.03 -0.06
H 4.192060 0.027678 0.738965 -0.12 0.08 0.02
H 2.923174 0.086911 1.593485 0.02 -0.10 0.20
O 0.974244 -3.773265 2.946751 -0.05 -0.02 -0.01
H 0.707522 -4.697962 2.943833 -0.02 0.05 -0.08
H 0.414782 -3.360932 2.269211 0.12 -0.11 0.15
O 0.215728 5.701357 -0.473331 -0.05 -0.05 -0.03
H 0.380427 5.017182 0.206543 0.00 0.31 -0.31
H 1.085051 5.885072 -0.843318 0.00 -0.04 0.10
O 1.085263 0.127949 2.922106 0.05 0.26 -0.02
H 0.562108 0.484232 3.647135 -0.07 -0.10 -0.05
H 0.494411 -0.507676 2.490362 -0.03 0.10 0.18
O 1.970387 3.032157 -3.134942 0.60 -0.07 -0.19
H 2.331776 2.337665 -3.698473 -0.11 -0.01 0.10
H 2.574930 3.082023 -2.382779 -0.24 -0.11 0.04
```
Positions in Å, forces in eV/Å.